{"formula": "C22H27O4SY", "method": "ωB97M-V with the def2-TZVPD basis set", "elements": ["Y", "C", "C", "C", "H", "C", "C", "H", "H", "H", "H", "C", "C", "C", "H", "C", "C", "H", "H", "H", "H", "O", "C", "C", "C", "C", "C", "H", "H", "H", "H", "H", "H", "H", "H", "H", "H", "C", "C", "C", "C", "C", "C", "C", "S", "O", "O", "O", "H", "H", "H", "H", "H", "H", "H"], "positions_angstrom": [[-0.031982, 0.317557, -0.174469], [-2.446329, 0.319776, -1.044664], [-1.787048, -0.598693, -1.917398], [-1.414335, -1.748096, -1.152502], [-1.641970, -0.468695, -2.987649], [-1.823961, -1.531805, 0.199889], [-2.482109, -0.266511, 0.264450], [-2.955577, 0.178499, 1.141411], [-2.909841, 1.252600, -1.346336], [-0.979106, -2.665013, -1.555963], [-1.712704, -2.252216, 1.015530], [1.074226, 1.950203, 1.516916], [-0.252633, 1.675852, 1.997974], [-0.291407, 0.306745, 2.413797], [-1.062509, 2.398022, 2.072086], [1.001061, -0.267298, 2.204496], [1.850365, 0.752841, 1.651806], [2.908635, 0.641021, 1.427069], [1.437275, 2.904244, 1.152442], [-1.137692, -0.210734, 2.857022], [1.320500, -1.257881, 2.518455], [1.363165, -0.591949, -1.405291], [2.508816, -3.406071, -0.027506], [2.514550, -3.013077, -1.472072], [1.202781, -3.824092, 0.530818], [3.474403, -2.649993, 0.807065], [2.020064, -1.620297, -2.098977], [1.990497, -3.783281, -2.076437], [3.558327, -3.073476, -1.852521], [2.889052, -1.088081, -2.530435], [1.315113, -1.839699, -2.928812], [1.169772, -4.832291, 0.959794], [0.427224, -3.808573, -0.241844], [0.834488, -3.158826, 1.323647], [4.398332, -3.191324, 1.045597], [3.080357, -2.289886, 1.759334], [3.805799, -1.749398, 0.263965], [-3.654579, 7.338863, 0.217830], [-2.768830, 6.282154, -0.375137], [-1.872105, 6.579176, -1.403081], [-1.104579, 5.575013, -1.995695], [-1.247370, 4.258537, -1.557904], [-2.093195, 3.953285, -0.487396], [-2.843714, 4.964749, 0.096469], [-0.361409, 2.978995, -2.453669], [-1.328068, 2.241220, -3.206042], [0.743135, 3.599709, -3.117388], [0.115962, 2.186975, -1.229679], [-3.074483, 8.165304, 0.644522], [-4.329811, 7.769757, -0.532059], [-4.269236, 6.907629, 1.013282], [-1.773209, 7.602706, -1.765283], [-0.407650, 5.791192, -2.797627], [-2.188332, 2.933882, -0.108034], [-3.518449, 4.736551, 0.922106]], "atomic_forces_ev_per_a": [[1.6, -1.7, -1.0], [-0.4, -1.0, 0.3], [-0.5, -0.5, 0.6], [-0.9, 0.5, 0.0], [0.1, 0.1, 0.4], [-0.5, -0.1, -0.6], [-0.5, -0.1, -0.7], [0.3, -0.2, -0.3], [0.2, -0.1, 0.0], [0.2, 0.6, 0.3], [0.1, 0.4, -0.3], [0.0, -0.8, 1.0], [0.8, -0.3, 0.4], [0.9, 0.5, 0.4], [0.1, -0.2, -0.1], [-0.1, 1.2, 0.2], [-0.9, 0.3, 0.7], [-0.4, -0.1, -0.2], [-0.1, -0.2, -0.1], [0.1, 0.1, -0.2], [-0.2, 0.2, -0.4], [0.1, -0.6, 1.3], [0.0, -0.1, -1.1], [0.2, -0.1, -0.4], [-0.2, 0.0, 0.0], [0.3, 0.3, -0.3], [-0.4, 1.3, -0.5], [0.0, 0.2, 0.2], [-0.2, 0.0, 0.1], [0.1, -0.6, -0.3], [0.4, -0.4, -0.2], [-0.1, -0.3, 0.3], [-0.1, -0.1, -0.1], [-0.3, 0.2, 0.5], [0.4, -0.1, 0.3], [-0.2, 0.0, 0.4], [0.1, 0.2, 0.1], [-0.1, 0.2, 0.1], [0.2, -0.3, -0.1], [0.1, -0.2, -0.1], [-0.5, -0.1, 0.4], [0.0, 0.4, -0.5], [0.0, 0.0, -0.1], [0.1, 0.3, -0.2], [0.7, -1.3, 3.7], [-0.4, 0.1, -0.8], [0.2, 0.4, -0.7], [-0.5, 1.9, -2.4], [-0.1, -0.1, 0.0], [0.1, -0.1, 0.1], [0.0, 0.1, -0.1], [-0.1, -0.1, 0.1], [-0.1, 0.0, 0.1], [0.2, 0.3, -0.3], [0.1, 0.0, -0.2]], "mulliken_charge": [1.356, -0.626, -0.858, -0.320, 0.398, -0.584, -0.514, 0.442, 0.781, 0.517, 0.398, -0.707, -0.363, -0.953, 0.535, -0.292, -0.441, 0.422, 0.427, 0.467, 0.484, -0.290, -0.046, -1.152, -0.251, -0.891, -0.848, 0.369, 0.408, 0.305, 0.189, 0.387, -0.010, -0.218, 0.281, 0.240, 0.124, -1.407, 1.140, -0.603, -0.647, -0.238, 0.023, -1.116, 1.324, -0.701, -0.736, -0.656, 0.309, 0.305, 0.335, 0.329, 0.500, 0.419, 0.255], "charge": -2, "e_tot_ev": -43320.542, "homo_ev": 2.13}